No. 1
# C7H13N2O

The ion C7H13N2O with charge -1 in a non-equilibrium geometry (ωB97M-V with the def2-TZVPD basis set, the OMol25 dataset).

The energy relative to the best compared isomer or geometry (same formula, charge and spin) comes out at 0.0 kJ/mol. Its total charge is -1. The largest force on an atom is 0.0386 hartree/bohr. As for the HOMO-LUMO gap (spin up / spin down): 5.93 / 5.93 eV. The calculated total energy comes out at -12494.830 eV.

Element x y z (Å)
O -1.0625 0.5259 -1.6347
N -0.0474 -0.2549 1.5375
N -0.5057 -0.3827 -0.8741
C 1.1416 1.7882 -0.8207
C -1.0596 -0.4599 0.5073
C -1.5383 -1.9124 0.6626
C -2.2176 0.5118 0.7861
C 1.3262 0.4051 -0.3115
C 2.3716 -0.4488 -0.9817
C 1.0704 0.1416 1.1032
H -1.8660 1.3576 1.3740
H 1.0182 2.5189 -0.0224
H 0.1857 1.7589 -1.4153
H 2.5504 -1.3596 -0.4098
H 1.8714 0.2450 1.8461
H 1.9479 2.1037 -1.4849
H -2.4044 -2.0814 0.0261
H 2.0114 -0.7318 -1.9693
H -2.5627 0.8702 -0.1859
H -0.7394 -2.5786 0.3453
H 3.3312 0.0730 -1.1010
H -3.0275 0.0206 1.3214
H -1.7949 -2.1102 1.7017

Results of the Löwdin charge analysis, in e, for atoms 1 through 8:
1 O -0.3209
2 N 0.0896
3 N -0.1090
4 C -0.0978
5 C -0.6021
6 C -0.0708
7 C -0.0461
8 C -0.3992

***

No. 2
# C7H13N2O2

The ion C7H13N2O2 with charge +1 in a non-equilibrium geometry (ωB97M-V with the def2-TZVPD basis set, the OMol25 dataset).

The SMILES is CC(/C=C\C=C(/N)[NH3+])=C(O)O. The energy relative to the best compared isomer or geometry (same formula, charge and spin) comes out at 318.9 kJ/mol. Its total charge is +1. The largest force on an atom is 0.0925 hartree/bohr. As for the HOMO-LUMO gap: 8.00 eV. The calculated total energy comes out at -14535.286 eV.

Element x y z (Å)
O 0.5848 -0.9154 -2.2135
O 1.0356 -2.1945 -0.4212
N -1.7384 -0.5924 -0.7105
N -2.1017 -0.4538 1.6462
C 1.0850 1.5264 -0.7155
C -0.1367 2.0182 -0.4896
C -1.0479 1.4368 0.3703
C -1.4003 0.1210 0.3883
C 1.3228 0.1375 -0.1645
C 1.0210 -0.9305 -0.8989
C 1.7566 0.1287 1.2818
H -1.2848 -1.5413 -0.8882
H -1.4358 -0.5137 2.5248
H 1.4258 1.0663 1.8306
H -2.2432 -1.4358 1.2955
H 2.7740 -0.1171 1.3809
H -1.4419 -0.0288 -1.5874
H -0.3515 3.0744 -0.7314
H 1.9487 1.9950 -1.2641
H 0.7441 -2.7387 -1.1368
H -2.9855 0.0267 1.8788
H 0.6156 0.0085 -2.7043
H -1.2964 1.9683 1.2531
H 1.1965 -0.5637 1.8907

Results of the Löwdin charge analysis, in e, for atoms 1 through 8:
1 O 0.0201
2 O 0.1136
3 N 0.1068
4 N 0.2363
5 C -0.0160
6 C -0.1201
7 C -0.0715
8 C -0.3410

***

No. 3
# C7H13N2O4

The ion C7H13N2O4 with charge +1 in a non-equilibrium geometry (ωB97M-V with the def2-TZVPD basis set, the OMol25 dataset).

The SMILES is C[NH2+][C@]1(O)OC(=O)C[C@@H]1NC(C)=O. The energy relative to the best compared isomer or geometry (same formula, charge and spin) comes out at 99.6 kJ/mol. Its total charge is +1. The largest force on an atom is 0.0860 hartree/bohr. As for the HOMO-LUMO gap: 11.22 eV. The calculated total energy comes out at -18632.756 eV.

Element x y z (Å)
O -0.6946 -0.7106 2.1269
O -2.7684 0.2211 2.3678
O -1.2435 -0.4734 -0.9984
O 1.6249 -0.7129 2.1541
N 0.4169 1.0710 -0.8127
N 0.4562 -1.6746 0.4436
C -0.6358 0.4642 -1.5021
C 1.6143 -1.7602 -0.4609
C -0.8240 0.9797 -2.9274
C 0.4708 -0.5330 1.4404
C 0.3800 1.0469 0.6183
C -1.0034 1.4182 1.1755
C -1.6736 0.3235 1.9702
H 1.1101 1.7714 -1.2888
H 0.0826 0.8295 -3.4621
H 2.2060 -0.7781 -0.3637
H 2.3158 -2.5857 -0.1594
H 1.4046 -0.8330 3.1513
H -1.7352 1.9369 0.5141
H -0.9760 1.9933 2.0560
H 1.1740 1.6701 0.9961
H -1.4265 0.1868 -3.3830
H -1.3392 1.8783 -2.8805
H 1.3016 -1.7982 -1.4513
H 0.1216 -2.4499 0.8690
H -0.3593 -1.4814 -0.1931

Results of the Löwdin charge analysis, in e, for atoms 1 through 8:
1 O 0.0995
2 O 0.2238
3 O 0.0675
4 O 0.0755
5 N 0.0750
6 N 0.0932
7 C -0.4509
8 C 0.0189

***

No. 4
# C7H13N2O4

The ion C7H13N2O4 with charge +1 in a non-equilibrium geometry (ωB97M-V with the def2-TZVPD basis set, the OMol25 dataset).

The SMILES is [H]/N=C(OC)/C(O)=C(\[NH2+]C)C(=O)OC. The energy relative to the best compared isomer or geometry (same formula, charge and spin) comes out at 235.4 kJ/mol. Its total charge is +1. The largest force on an atom is 0.0965 hartree/bohr. As for the HOMO-LUMO gap: 10.18 eV. The calculated total energy comes out at -18631.348 eV.

Element x y z (Å)
O 0.5395 2.5207 -0.2631
O -2.1142 2.3417 -0.2151
O 2.9411 1.4085 -0.0924
O -2.8671 0.3239 0.3031
N 1.9007 -0.5933 0.5922
N -0.6162 -0.9317 0.3523
C -0.7042 -1.7878 -0.7887
C -0.6532 0.4741 -0.0228
C 4.3231 0.9971 -0.0596
C -4.1531 0.6725 0.3718
C -1.9285 1.1716 -0.0112
C 1.9890 0.6164 0.3002
C 0.4596 1.2721 0.0605
H -0.0287 -2.6884 -0.6813
H -0.3027 -1.0669 -1.5945
H 2.8127 -1.0181 0.4993
H 4.9638 1.8295 -0.3860
H 4.5317 0.6797 0.9632
H -1.3448 -0.9803 1.0051
H -1.6816 -2.0740 -1.1144
H -4.5409 0.6831 1.3808
H 0.3587 -1.0741 0.7639
H 4.4427 0.0629 -0.8002
H -4.4313 1.6259 0.0337
H -4.6642 -0.0760 -0.3157
H -0.3302 3.0057 -0.0914

Results of the Löwdin charge analysis, in e, for atoms 1 through 8:
1 O 0.1495
2 O 0.1524
3 O -0.0156
4 O -0.0101
5 N 0.1764
6 N 0.0057
7 C -0.0068
8 C -0.0845

***

No. 5
# C7H13N3O2

A structure of composition C7H13N3O2 in a non-equilibrium geometry (ωB97M-V with the def2-TZVPD basis set, the OMol25 dataset).

The energy relative to the best compared isomer or geometry (same formula, charge and spin) comes out at 624.4 kJ/mol. Its total charge is 0. The largest force on an atom is 0.1195 hartree/bohr. As for the HOMO-LUMO gap: 8.75 eV. The calculated total energy comes out at -16029.023 eV.

Element x y z (Å)
O -3.2107 -1.0604 0.0814
O -2.6658 2.4674 0.0902
N -0.8607 -0.7332 -0.3703
N -1.8518 1.4071 0.4129
N -0.6366 1.5111 0.1011
C 2.2010 -0.1282 -1.3463
C -3.4210 -2.4614 0.0780
C -0.0568 0.4271 -0.1961
C -2.0670 -0.4751 -0.1517
C 2.1196 1.7781 0.1923
C 1.9405 -0.4975 1.1896
C 1.4699 0.3583 -0.0523
H 1.6334 2.3337 0.9804
H -2.4355 -3.0849 -0.2420
H 2.4559 0.6919 -2.1054
H -3.5388 -2.5833 1.2369
H -3.1124 2.4030 -0.7633
H -4.2864 -2.7285 -0.4256
H 3.0132 -0.8828 1.0021
H 1.2507 -1.4336 1.5183
H 1.6436 -1.0266 -1.7925
H 2.1658 2.3870 -0.7729
H 3.1919 1.6417 0.3383
H 3.1300 -0.4371 -1.0531
H 1.9277 0.1266 2.0501

Results of the Löwdin charge analysis, in e, for atoms 1 through 8:
1 O -0.0592
2 O -0.0186
3 N 0.1827
4 N -0.0885
5 N 0.0586
6 C -0.0684
7 C -0.0475
8 C -0.2934

***

No. 6
# C7H13N3O2

A structure of composition C7H13N3O2 in a non-equilibrium geometry (ωB97M-V with the def2-TZVPD basis set, the OMol25 dataset).

The energy relative to the best compared isomer or geometry (same formula, charge and spin) comes out at 230.7 kJ/mol. Its total charge is 0. The largest force on an atom is 0.0906 hartree/bohr. As for the HOMO-LUMO gap: 9.44 eV. The calculated total energy comes out at -16033.104 eV.

Element x y z (Å)
O -4.1109 -0.5670 -0.5406
O -3.0026 0.5410 1.0475
N 1.8348 0.8031 -0.0106
N -0.7066 -0.3310 0.1717
N -0.1587 2.1136 0.7469
C 1.3414 -1.4247 0.9386
C 0.0538 -1.5545 0.1235
C 1.1737 1.1552 -1.2625
C 2.3532 -0.5334 0.2238
C 0.4677 1.1144 0.0157
C -1.7392 -0.1981 -0.8279
C -3.0910 -0.1125 -0.1059
H 2.6373 -0.9861 -0.7322
H 0.0573 3.0482 0.4243
H -2.0557 0.7438 1.2049
H -1.7577 -1.0196 -1.5540
H 0.0364 2.0229 1.7366
H 3.2596 -0.4242 0.8300
H 0.3012 -1.8597 -0.9085
H 0.9724 0.3714 -1.9861
H 1.1049 -0.9903 1.9103
H -0.5833 -2.3390 0.5554
H 1.7764 -2.4118 1.0878
H 1.4740 2.0981 -1.7031
H -1.6384 0.7403 -1.3855

Results of the Löwdin charge analysis, in e, for atoms 1 through 8:
1 O 0.1002
2 O 0.1011
3 N -0.0179
4 N -0.0706
5 N 0.1207
6 C -0.1610
7 C -0.2323
8 C -0.0505

***

No. 7
# C7H13N3O2

The molecule C7H13N3O2 in a non-equilibrium geometry (ωB97M-V with the def2-TZVPD basis set, the OMol25 dataset).

The energy relative to the best compared isomer or geometry (same formula, charge and spin) comes out at 537.0 kJ/mol. Its total charge is 0. The largest force on an atom is 0.1154 hartree/bohr. The spin multiplicity is 3. As for the HOMO-LUMO gap (spin up / spin down): 4.09 / 5.57 eV. The calculated total energy comes out at -16024.806 eV.

Element x y z (Å)
O 1.3065 -2.4983 -0.0076
O 2.6884 -0.8058 0.1546
N -1.6098 0.2177 -0.0600
N 1.6028 -1.2938 0.0988
N 0.6042 -0.4897 0.1848
C 1.3038 1.6805 1.0601
C -0.9831 -1.0686 0.0076
C 0.6145 0.9617 0.0207
C -1.0145 -1.7135 -1.3807
C 1.2610 1.2480 -1.3993
C -1.3087 -1.8237 1.1941
C -0.8323 1.2091 -0.0260
H -0.9540 -2.9716 1.1264
H -0.8992 -1.3054 2.1385
H 2.3181 1.4805 1.1638
H 0.7862 1.4962 2.0055
H 1.8691 0.3584 -1.5152
H 1.2451 2.7458 0.8465
H -2.4317 -1.8621 1.3819
H -0.8681 -2.8173 -1.3696
H -0.3309 -1.2722 -2.0356
H 0.6123 1.1831 -2.2289
H -1.9730 -1.6425 -1.8408
H 1.8617 2.1355 -1.4057
H -1.1365 2.2873 -0.0109

Results of the Löwdin charge analysis, in e, for atoms 1 through 8:
1 O 0.0465
2 O 0.0766
3 N 0.1137
4 N -0.4617
5 N 0.1491
6 C -0.0335
7 C -0.4407
8 C -0.5013

***

No. 8
# C7H13N3O2

The molecule C7H13N3O2 in a non-equilibrium geometry (ωB97M-V with the def2-TZVPD basis set, the OMol25 dataset).

The energy relative to the best compared isomer or geometry (same formula, charge and spin) comes out at 346.3 kJ/mol. Its total charge is 0. The largest force on an atom is 0.1350 hartree/bohr. The spin multiplicity is 3. As for the HOMO-LUMO gap (spin up / spin down): 3.54 / 3.40 eV. The calculated total energy comes out at -16026.782 eV.

Element x y z (Å)
O -0.0940 -0.3672 1.9549
O -2.6147 0.5949 1.3590
N -1.2237 -3.1402 -0.0833
N 1.3967 -1.0339 -1.2034
N 1.1096 -1.0990 0.2232
C -1.2428 -2.0048 -0.0527
C 0.1008 -0.1477 0.6081
C -1.1909 -0.5822 -0.1879
C 2.2403 -1.1762 1.1045
C -3.4603 0.5115 -0.8242
C 0.3531 1.3151 0.3464
C -2.4984 0.1550 0.2506
H 2.8632 -2.0132 0.7417
H -0.9560 0.0934 2.3130
H -1.1706 -0.1946 -1.2375
H 1.8950 -1.9355 -1.4511
H -0.3240 1.8620 0.9747
H 1.7040 -1.6331 2.0175
H 1.3437 1.6382 0.6765
H 0.1330 1.6340 -0.5990
H 3.0171 -0.4128 1.2329
H 2.0200 -0.2921 -1.3482
H -3.3845 -0.1748 -1.5536
H -3.3275 1.6163 -1.2464
H -4.5981 0.4246 -0.4013

Results of the Löwdin charge analysis, in e, for atoms 1 through 8:
1 O -0.0091
2 O -0.0638
3 N 0.1632
4 N 0.1581
5 N -0.0305
6 C -0.2199
7 C -0.5557
8 C -0.2004

***

No. 9
# C7H13N4

A cluster of 2 separate species, C7H13N4 in total in a non-equilibrium geometry (ωB97M-V with the def2-TZVPD basis set, the OMol25 dataset).

The energy relative to the best compared isomer or geometry (same formula, charge and spin) comes out at 228.8 kJ/mol. Its total charge is +1. The largest force on an atom is 0.0498 hartree/bohr. As for the HOMO-LUMO gap (spin up / spin down): 8.26 / 3.57 eV. The calculated total energy comes out at -13422.322 eV.

Element x y z (Å)
N 0.0825 2.4185 0.5791
N -3.7409 0.8941 0.3269
N 1.7645 0.5213 -0.8589
N 1.3366 -3.5199 -0.2092
C 1.4714 -2.1854 -0.3840
C 0.6844 -1.2752 0.2851
C 0.0476 1.0426 0.7554
C -3.5899 2.0690 0.9224
C 0.8104 0.1268 0.0727
C 2.4362 -1.6948 -1.3246
C 2.5444 -0.3622 -1.5216
H -3.5231 0.7778 -0.6501
H -0.0404 -1.6161 1.0065
H -3.1818 2.8930 0.3683
H 3.0651 -2.3857 -1.8599
H -4.1714 0.1197 0.8134
H 0.9575 2.8035 0.2522
H -0.6980 0.6817 1.4432
H 2.0195 -4.1433 -0.5995
H -3.8749 2.1868 1.9512
H 3.2556 0.0591 -2.2153
H 1.8743 1.5066 -1.0408
H 0.7578 -3.8682 0.5350
H -0.2873 2.9503 1.3528

Results of the Löwdin charge analysis, in e, for atoms 1 through 8:
1 N 0.1244
2 N -0.0333
3 N 0.1118
4 N 0.1642
5 C -0.2869
6 C 0.0490
7 C -0.0772
8 C -0.1628

***

No. 10
# C7H13N4

The ion C7H13N4 with charge +1 in a non-equilibrium geometry (ωB97M-V with the def2-TZVPD basis set, the OMol25 dataset).

The energy relative to the best compared isomer or geometry (same formula, charge and spin) comes out at 190.7 kJ/mol. Its total charge is +1. The largest force on an atom is 0.1628 hartree/bohr. The spin multiplicity is 3. As for the HOMO-LUMO gap (spin up / spin down): 7.05 / 7.88 eV. The calculated total energy comes out at -13416.394 eV.

Element x y z (Å)
N 1.7927 -1.2562 -0.0620
N 1.9993 0.0752 0.0210
N 0.9026 0.7216 0.0901
N -0.0629 -0.1846 0.0488
C 0.5173 -1.3745 -0.0637
C -1.5746 0.0963 -0.0390
C -2.0665 -0.6262 -1.2996
C -1.7334 1.5895 -0.0368
C 3.2173 0.7707 -0.1629
C -1.9875 -0.6462 1.2784
C 4.3427 0.1328 0.1288
H -2.7025 1.7947 0.2224
H -1.7410 -1.5884 -1.3467
H -1.3581 2.1090 -0.8980
H -1.9119 0.0524 -2.0464
H -3.1121 -0.6099 -1.3645
H -1.2305 2.1302 0.6934
H 4.4558 -0.7446 0.6331
H -1.8804 -0.1032 2.2058
H 5.2527 0.6215 -0.1312
H 3.2202 1.7992 -0.6092
H -2.9979 -0.8286 1.3854
H -1.5220 -1.5262 1.5091
H 0.1807 -2.4045 -0.1564

Results of the Löwdin charge analysis, in e, for atoms 1 through 8:
1 N 0.1666
2 N -0.1265
3 N 0.1665
4 N -0.0095
5 C -0.1018
6 C -0.4083
7 C 0.0236
8 C -0.0181